1.
Entry from the OMol25 dataset: a structure of composition C20H25CaN4O7 at a distorted geometry (ωB97M-V with the def2-TZVPD basis set).

E_LUMO	0.0966	hartree
E_tot	-59885.107	eV
HOMO level	-0.18409	hartree

Geometry as ORCA input:
```
! RIJCOSX wB97M-V def2-TZVPD def2/J DEFGRID3
* xyz -1 1
Ca 0.1484 -0.2238 -0.2732
O -3.6735 -0.2545 -2.3467
C -2.7161 -0.1582 -1.5803
O -1.7447 -0.9549 -1.4036
C -2.6602 1.0945 -0.6810
C -3.6052 2.1090 -0.6784
C -3.4330 3.1616 0.2129
C -2.3437 3.1780 1.0770
C -1.4456 2.1268 1.0093
N -1.6160 1.1360 0.1393
C -0.1776 1.9960 1.8742
O 0.0959 2.9304 2.6285
O 0.4603 0.9149 1.6863
H -4.4432 2.0454 -1.3584
H -4.1529 3.9721 0.2384
H -2.1670 3.9733 1.7876
C 4.5081 -0.7386 -1.2273
C 3.9434 0.0506 -0.0747
O 3.7590 -0.4367 1.0281
N 3.7224 1.3715 -0.3437
C 3.0264 2.2518 0.5808
C 1.9998 3.1155 -0.1130
C 1.9413 4.4812 0.1434
C 0.9692 5.2433 -0.4772
C 0.0887 4.6250 -1.3501
C 0.2180 3.2605 -1.5436
N 1.1433 2.5163 -0.9408
H 3.6468 -1.0123 -1.8487
H 4.9909 -1.6352 -0.8432
H 5.2173 -0.1527 -1.8138
H 3.6796 1.6151 -1.3207
H 3.7382 2.9053 1.0910
H 2.5295 1.6393 1.3396
H 2.6380 4.9282 0.8401
H 0.8966 6.3057 -0.2792
H -0.6914 5.1781 -1.8553
H -0.4572 2.7284 -2.2064
C 0.9287 0.0682 -3.2947
O 1.2592 -0.3906 -2.0363
H 1.1842 1.1363 -3.4379
H -0.1474 -0.0339 -3.5208
H 1.4617 -0.4717 -4.1022
C 2.1927 -3.8805 1.8052
N 1.6448 -4.1628 0.4839
C 1.9249 -5.4443 -0.1376
C 0.8516 -3.2206 -0.0712
C 0.3791 -3.3825 -1.4826
O 0.5535 -2.2297 0.6072
H 3.0826 -4.4903 1.9531
H 1.4702 -4.0982 2.5953
H 2.4635 -2.8289 1.8683
H 2.4115 -6.0804 0.5985
H 2.5915 -5.3496 -0.9976
H 1.0115 -5.9449 -0.4584
H 0.7519 -4.2725 -1.9779
H 0.7074 -2.4812 -2.0182
H -0.7111 -3.3511 -1.5021
*
```

***

2.
Entry from the OMol25 dataset: an isolated molecule of C3H4S3 at a distorted geometry (ωB97M-V with the def2-TZVPD basis set).

SMILES	S=CCSC=S
E_LUMO	-0.0322	hartree
E_tot	-35679.260	eV
HOMO level	-0.33336	hartree

Geometry as ORCA input:
```
! RIJCOSX wB97M-V def2-TZVPD def2/J DEFGRID3
* xyz 0 1
C 1.5195 -0.6801 -0.2504
C 0.8239 0.2399 0.6931
C -2.0756 0.4065 -0.5505
H 0.9756 -1.5167 -0.6262
H -0.0764 -0.2962 1.2869
H 1.3974 0.9541 1.1778
H -2.7313 1.2226 -0.9201
S 3.1485 -0.4554 -0.3919
S -0.4590 1.2497 -0.2818
S -2.5225 -1.1243 -0.1369
*
```

***

3.
Entry from the OMol25 dataset: a structure of composition C7H6MoNO7 at a distorted geometry (ωB97M-V with the def2-TZVPD basis set).

E_LUMO (alpha / beta)	-0.5719 / -0.5687	hartree
<S²>	2.02
E_tot	-24994.943	eV
HOMO level (alpha / beta)	-0.80549 / -0.81151	hartree

Geometry as ORCA input:
```
! RIJCOSX wB97M-V def2-TZVPD def2/J DEFGRID3
* xyz 3 3
O -5.5322 0.5581 -1.6025
C -4.5172 0.6593 -1.0516
Mo -0.8639 1.6638 0.2342
O -2.4119 1.3758 -2.5156
C -1.8708 1.5016 -1.4811
C 1.0573 1.9356 -0.3235
O 2.1716 2.0978 -0.6377
C -0.5955 0.1768 1.5963
O -0.2950 -0.5694 2.4598
C -1.5989 3.1438 1.3820
O -2.0934 3.9930 2.0135
H -1.8737 0.3200 0.7559
N 2.5571 -1.0302 0.4436
C 1.7089 -2.2605 0.2229
C 1.0340 -2.0440 -1.1260
O 0.9998 -3.0672 -1.8468
O 0.6419 -0.8517 -1.2388
H 3.0528 -0.7614 -0.4273
H 3.2122 -1.1919 1.2117
H 1.9345 -0.2262 0.6765
H 2.3251 -3.1539 0.2504
H 0.9571 -2.2693 1.0041
*
```

***

4.
Entry from the OMol25 dataset: an isolated molecule of C4H4O3 at a distorted geometry (ωB97M-V with the def2-TZVPD basis set).

SMILES	CC(=O)C(=O)C=O
E_LUMO	-0.0204	hartree
E_tot	-10351.866	eV
HOMO level	-0.36097	hartree

Geometry as ORCA input:
```
! RIJCOSX wB97M-V def2-TZVPD def2/J DEFGRID3
* xyz 0 1
C 1.1056 -1.2823 -0.5006
C 0.0313 -0.3487 -0.6229
O -1.0608 -0.5093 -1.1555
C -0.0044 1.0250 -0.0338
O 0.6139 1.9471 -0.4989
C -1.1547 1.1391 0.9643
O -1.3319 0.2589 1.7724
H 2.0652 -1.0566 -0.0423
H 1.1973 -2.0205 -1.3324
H 0.2958 -1.2120 0.5391
H -1.7573 2.0591 0.9106
*
```